A molecular structure, C15H20IrN10O2, computed with ωB97M-V/def2-TZVPD.

Results
⟨S²⟩ = 0.7703
DFT total energy = -37661.3787 eV
Relative energy (zero: lowest compared OMol25 entry of this formula, charge and spin) = 2.25 kcal per mole

The geometry in ORCA input format:
```
! wB97M-V def2-TZVPD RIJCOSX def2/J DEFGRID3
* xyz 4 2
H -4.68517 -2.76468 0.84515
H -5.57087 -1.59430 -0.18369
N -0.84429 0.66409 1.15265
H -2.36290 -5.85118 -2.20431
C -2.99977 -0.76929 1.15795
H 2.40308 -0.83796 0.65311
H 3.46153 2.79913 -1.63996
H -4.37170 1.36556 1.67185
H -2.74253 -3.55265 -1.51906
H -6.03403 -1.80081 1.50782
C 0.08330 -4.04971 0.29560
O -0.03615 1.81253 -3.39955
H 3.28754 1.36228 0.39962
H 1.58553 0.22517 1.62913
C -2.08110 2.98145 2.65956
C -1.66652 -5.40485 -1.50518
H -2.18137 3.98783 3.04552
H -0.41594 -7.13317 -1.23051
C -2.01392 2.78852 1.34668
H -2.44715 -0.22654 3.86532
H -2.11639 3.55940 0.59733
H -5.87013 0.61989 1.04459
H 2.09384 2.85284 -2.69147
C -0.98922 -3.40377 -0.22142
N -2.47032 -1.98856 0.65131
N -1.31916 -2.00737 0.17233
N -1.93914 1.44224 0.81557
Ir -0.13561 -0.43684 -0.42613
O -1.05269 0.21737 -2.26200
H 0.77921 -3.61034 0.99747
N 2.40825 1.04638 0.00431
C 1.92296 1.56000 -1.14646
C -2.15745 1.86264 3.59723
N -4.28622 -0.71630 1.22024
C -0.60134 -6.09443 -0.98142
H -2.20445 2.08471 4.65615
H 1.12805 -5.94149 0.35273
H -5.36330 0.29759 2.70595
N 1.75251 -0.05050 0.65869
C 0.27887 -5.42198 -0.07986
N 2.53434 2.45439 -1.86821
C -1.88181 -4.07582 -1.11857
N -0.12506 1.09757 -2.47957
N 0.70640 1.02748 -1.40516
C -2.15345 0.32967 1.73761
C -5.00399 0.48604 1.69158
C -2.28204 0.59659 3.18174
C -5.19255 -1.80938 0.81750
*
```

***

A molecular structure, C15H20MoN3O9P2SbSe4, computed with ωB97M-V/def2-TZVPD.

Results
DFT total energy = -327141.6409 eV
Relative energy (zero: lowest compared OMol25 entry of this formula, charge and spin) = 27.50 kcal per mole

The geometry in ORCA input format:
```
! wB97M-V def2-TZVPD RIJCOSX def2/J DEFGRID3
* xyz 0 1
C 1.99274 -2.22594 -2.79353
H 1.03478 -2.72762 -2.85037
Se 0.41077 1.18044 3.63613
C 5.76802 -0.17593 -2.52679
O -0.14703 -0.17473 1.07758
O 0.11381 -2.60732 2.71881
H 6.17186 -0.22009 -1.51227
Se -3.07056 1.26456 3.90757
C -1.21094 2.44005 -1.21581
H -1.88196 2.91476 -0.51258
H -6.36531 0.69489 1.18281
H 3.25150 1.74614 -1.61476
C 4.43292 -0.87918 -2.61290
Se -1.39766 4.65395 1.99903
H 5.16634 -2.39287 -3.93606
C 0.32702 0.60408 -1.69390
O -4.28373 -2.97924 1.41055
H 0.09371 2.76567 -4.30367
C 3.10154 -2.71175 -3.46866
O -0.52880 -3.78777 4.88751
C -0.77490 0.79592 0.54647
O -1.33358 -1.35742 4.23156
H 5.67990 0.87939 -2.79544
H 0.75904 -0.92468 -0.42377
O -2.36882 -1.22764 1.74842
H 3.02345 -3.61150 -4.06678
H -4.99119 -1.91392 3.59344
H 4.42619 0.91357 -0.59803
H -4.41683 1.32281 0.04397
C -0.98295 2.98935 -2.45524
H 0.77380 -3.31006 2.70254
C 3.32092 -0.39200 -1.91016
O -2.28190 -3.35015 3.03927
Sb -1.28158 3.27430 3.89460
N -5.52654 0.91611 1.70862
H -1.47452 3.90806 -2.75132
C 2.10148 -1.06828 -2.03470
P -0.97044 -2.86082 3.85886
H -5.59419 1.88169 1.99793
Mo -1.45203 0.02123 2.91513
C 0.54382 1.18051 -2.96080
O -1.59367 1.38121 1.34381
N 0.93253 -0.58195 -1.35639
H 2.70329 0.81008 -0.23013
C 3.43295 0.83264 -1.03803
C 4.30526 -2.02776 -3.38574
Se -1.00566 3.89814 6.14653
P -3.33797 -2.34719 2.32022
O -4.05816 -1.67068 3.56141
H 6.49199 -0.64046 -3.19576
H 1.22184 0.68738 -3.64561
C -0.55816 1.26633 -0.81337
C -0.09556 2.34529 -3.32187
N -4.34359 0.78710 0.90193
H -4.25326 -0.18873 0.64974
*
```

***

A single C15H20N2O3S molecule, computed with ωB97M-V/def2-TZVPD.

Results
DFT total energy = -35837.0967 eV
Relative energy (zero: lowest compared OMol25 entry of this formula, charge and spin) = 44.29 kcal per mole

The geometry in ORCA input format:
```
! wB97M-V def2-TZVPD RIJCOSX def2/J DEFGRID3
* xyz 0 1
C -1.83191 0.83506 0.12274
H -3.10161 -2.93572 -0.33302
H -0.86815 2.73409 -1.85035
C 4.14049 0.58905 1.47248
H -4.61354 -3.52404 1.56252
H -0.31909 2.33333 0.42730
C -3.84089 -2.21517 0.03872
H -1.75688 4.24264 -2.11053
H -2.39294 2.71318 -2.73472
O -3.38530 -0.89049 -0.14164
H 5.55477 -1.05428 1.07522
H -1.37019 -2.46246 0.83781
H 3.34217 -2.34916 -2.34326
H -3.34993 -2.42729 2.13984
C -1.85811 3.17931 -1.91113
O 1.81698 1.84466 2.16943
O -2.85600 1.60419 -0.32742
C 3.04967 -0.41930 -0.27450
C 0.40161 0.39847 0.92322
C -2.13246 -0.54554 0.24623
H 4.32465 1.66639 1.44022
H 2.12512 -1.77283 -3.52089
H -4.97056 -1.81050 1.82389
H 0.84190 -1.63860 1.42837
C 0.10225 -0.94798 1.05260
H 5.88363 0.40352 0.12869
C -0.57722 1.28812 0.48111
H -4.73120 -2.28046 -0.59311
C 5.08936 -0.21060 0.55814
H 4.16464 0.26424 2.51412
N 2.82789 0.29310 0.89909
S 1.77763 -0.79701 -1.39612
C 1.70726 0.93209 1.37638
N 4.26239 -0.71899 -0.51331
H 3.50636 -0.73271 -3.06369
H -2.12620 3.46458 0.22750
C -4.21511 -2.51585 1.48761
C -2.63065 2.96994 -0.61168
H -3.63504 3.39228 -0.70558
C -1.16164 -1.41113 0.72332
C 2.80584 -1.48811 -2.72558
*
```

***

A molecular structure, C15H20N3O7S3Se4Zr, computed with ωB97M-V/def2-TZVPD.

Results
⟨S²⟩ = 0.7621
DFT total energy = -329858.0716 eV
Relative energy (zero: lowest compared OMol25 entry of this formula, charge and spin) = 29.44 kcal per mole

The geometry in ORCA input format:
```
! wB97M-V def2-TZVPD RIJCOSX def2/J DEFGRID3
* xyz -2 2
N -2.30365 0.80156 1.36343
Se -1.33119 1.07303 -1.73536
H 4.21491 -3.04236 5.74151
C -3.37037 -0.16790 1.57559
C 1.58776 -0.79939 3.90375
C -3.66571 -1.95594 -0.28213
Se -1.74839 1.91701 -3.86957
C 3.76168 1.99210 -2.78053
O 1.36622 -0.29904 -1.40224
N 2.07902 0.45472 -2.23953
S 2.79868 2.02064 -0.21171
H -2.32111 -3.06044 -1.51951
H 1.41249 0.21786 5.78698
O -0.58422 0.55960 4.29859
C 2.27474 -1.89757 3.18025
O -0.33111 -0.82011 2.23605
S 2.42988 -1.90553 1.45355
H -1.13777 -2.31385 0.52585
C 1.92182 -0.58090 5.26211
H -3.60763 -2.67037 0.54988
O 3.58949 -2.65333 1.05912
C 2.89821 1.44805 -1.77691
Se -0.28521 2.63034 -0.29364
C -4.01717 -0.56557 0.24337
Zr 0.51490 0.11815 0.46271
H -2.94023 -1.03697 2.08275
H 3.75798 -3.41674 3.36430
H -2.44227 -1.34832 -1.93586
C -2.38819 -2.04892 -1.10090
C 3.65734 1.65403 -4.09338
H 1.08643 -0.51466 -3.73654
H -0.38253 -2.06732 -0.88712
H -4.47839 -2.29813 -0.93090
H 2.47148 0.53154 -5.55314
O 2.48351 -0.40917 1.17956
C 3.48658 -2.42541 5.22944
H -2.66364 1.67655 0.97961
H -3.72690 0.17721 -0.50306
H 4.47270 2.73070 -2.43935
C 1.89269 0.17725 -3.55121
C 3.21678 -2.64840 3.90254
O 0.71568 1.25343 2.33123
H -4.15092 0.22657 2.24137
H 3.06940 -1.15113 6.95371
C 2.83624 -1.35645 5.91554
H 4.32149 2.10790 -4.81958
N -1.17305 -1.75993 -0.32506
Se -2.10381 3.99586 0.30870
O 1.18552 -2.30171 0.73375
H -1.91972 1.04863 2.27023
S 0.30204 0.10838 3.26386
H -5.10491 -0.50851 0.34239
C 2.66099 0.75209 -4.51439
*
```

***

A single C15H20N4O molecule, computed with ωB97M-V/def2-TZVPD.

Results
DFT total energy = -23885.6768 eV
Relative energy (zero: lowest compared OMol25 entry of this formula, charge and spin) = 72.11 kcal per mole

The geometry in ORCA input format:
```
! wB97M-V def2-TZVPD RIJCOSX def2/J DEFGRID3
* xyz 0 1
H 3.42415 -2.04398 1.31684
C -3.71734 0.45541 -0.27666
N -5.27422 -1.22682 0.38331
O 1.48962 1.84358 1.39340
C 3.84389 -1.65970 0.39489
C -2.73113 -0.10069 0.53092
H 4.89858 -0.04266 1.35762
H -1.58158 1.00042 -3.23923
C -0.60321 -0.00502 -1.60596
N 2.64680 1.19784 1.71795
C 0.03478 2.11024 -0.56588
N 2.22035 0.90218 -0.44187
H -0.60032 -0.38920 -3.71669
H -0.64851 -0.20360 1.02436
H -0.38432 2.92764 0.02640
H 5.49274 -2.21942 -0.98349
C 4.63887 -2.60791 -0.44980
N -0.95941 1.05667 -0.67331
C -0.65181 0.46955 -3.05281
C 1.28665 1.63316 0.08653
C -4.96328 -0.14706 -0.31476
H -1.34264 -0.79831 -1.47151
H -2.32766 -1.70708 1.90447
H -3.49883 1.33317 -0.86318
H 0.18354 1.12446 -3.28462
C -1.36731 0.52903 0.61898
C 4.26106 -0.20388 0.48752
H 4.79560 0.08092 -0.41985
H 4.77200 -3.61957 -0.09816
C -4.33884 -1.75257 1.15386
C 3.05536 0.64912 0.61012
C 3.27305 -2.17683 -0.89035
H 0.26719 2.47058 -1.56809
C -3.05708 -1.23551 1.26264
H -5.75732 0.25204 -0.93256
H -4.63146 -2.63495 1.70818
H 2.46682 -2.89348 -0.84634
H 0.39205 -0.42176 -1.38566
H -1.42235 1.36304 1.32739
H 3.19581 -1.48673 -1.71624
*
```

***

2 unconnected molecules or ions with the total composition C15H21BFIO6, computed with ωB97M-V/def2-TZVPD.

Results
DFT total energy = -39675.7996 eV

The geometry in ORCA input format:
```
! wB97M-V def2-TZVPD RIJCOSX def2/J DEFGRID3
* xyz -2 1
H 1.96930 -3.65122 2.61524
H 0.88861 0.47743 0.17352
O -0.11116 -1.82570 3.29490
C 0.50241 4.12920 -1.58008
C 2.80441 3.91798 -2.69160
O 3.85202 3.12379 -2.76279
H -4.54581 -1.92035 -0.18414
C 0.38159 5.28878 -2.23685
H 3.22767 -2.02748 0.50179
H -4.39694 -1.12755 2.42423
H -0.68582 -1.30391 -0.74403
H -0.77935 0.55867 0.77042
H 3.63413 2.35763 -2.18101
C -0.44664 -2.82481 2.57711
C 1.45962 5.83250 -3.15947
H -4.55177 -3.49041 0.59451
C 1.72333 3.37074 -1.76462
H 0.46747 -0.11866 1.81419
H -0.25723 3.72627 -0.92451
F -3.75811 -2.95614 2.82673
C 0.13347 -0.04805 0.77697
H -5.81722 -2.30268 1.00217
C -2.49496 -1.39603 1.46004
H -2.12446 -0.74376 2.25986
C -0.14896 -1.45498 0.20967
C -4.75629 -2.43320 0.75660
C 2.31036 -3.66407 1.57915
H 1.63986 -4.37310 1.08769
H 3.43518 5.47876 -4.00530
O -0.19107 -4.01992 2.84732
H -0.46316 6.84233 -2.75863
O 1.98011 2.30974 -1.23867
C -3.86045 -1.91826 1.88060
H 1.62254 -1.53576 -1.00946
C 2.24391 -2.27085 0.92658
B -1.16825 -2.32540 1.16978
O 1.21024 6.90380 -3.69762
H 2.05166 -1.53081 1.70789
O -0.67567 6.09180 -2.16547
H -2.69948 -0.75034 0.58748
H 3.33188 -4.06651 1.54036
I -1.76076 -4.17726 -0.16108
C 2.67429 5.08411 -3.34707
C 1.18330 -2.12082 -0.18324
H 0.96623 -3.11549 -0.58919
*
```

***

5 unconnected molecules or ions with the total composition C15H21BrCl12N4O2, computed with ωB97M-V/def2-TZVPD.

Results
DFT total energy = -246257.5499 eV

The geometry in ORCA input format:
```
! wB97M-V def2-TZVPD RIJCOSX def2/J DEFGRID3
* xyz 0 1
H 0.33160 -0.82457 -1.12351
H -5.02875 5.17069 -2.90958
Cl 7.67469 0.44734 -2.86410
H 0.47695 -3.61391 0.35192
C -0.01479 -1.41293 -0.19500
H 10.01257 0.66289 -2.97877
H 3.30743 -0.29897 -1.16105
Cl -6.67921 5.53908 -1.27794
C 1.89779 1.40925 -1.04844
H -6.27930 -7.85337 4.14892
H -0.05320 -0.76364 0.73916
Cl -6.42768 -7.93080 6.49334
Cl -4.26460 -6.87343 4.86070
C 0.98276 -2.63709 0.06445
H 3.20116 0.62379 -2.74820
Cl -2.22027 -2.02576 2.63381
Cl 9.64925 -0.25069 -0.84452
N 0.00747 2.54752 -1.56950
C 5.45504 1.18588 -0.08013
Cl -3.99987 -4.31917 2.77096
C -0.21887 2.33797 -0.21945
H 5.19606 1.71056 -2.26579
H -2.66734 2.03995 -1.45508
C 4.55964 1.65338 -1.32033
O -2.04790 -0.31923 -2.11174
C -2.65986 0.40814 0.19248
O -1.39812 -1.83915 -0.47691
H -1.85412 3.95766 -0.08077
N 0.55966 1.73234 0.75177
H 1.62422 -2.75704 -0.86859
Cl -5.51530 3.01306 -2.12091
H -3.25521 -3.17021 0.85957
H 6.45299 1.75825 -0.16768
H 4.22341 2.73274 -1.08577
C -1.64063 2.90133 0.31547
C -2.76688 1.92367 -0.32764
C 9.27094 0.82187 -2.19895
H 4.98355 1.55360 0.90451
H -2.10142 0.40902 1.19207
N 1.69083 1.23610 0.30845
Cl -4.95756 -1.79136 1.69631
Cl -6.90814 -5.66562 4.73346
Br 5.92084 -0.74010 -0.06069
C -6.00653 -7.17179 4.95173
C -3.56780 -2.86763 1.85731
H 1.65513 -2.34084 0.94725
H -1.70710 2.83829 1.45644
C -2.03264 -0.59893 -0.89172
N 1.13735 2.05192 -2.01244
Cl -3.83631 5.05488 -0.88442
H -3.81252 2.30168 -0.04979
Cl 9.35055 2.51554 -1.69166
C -5.23656 4.74871 -1.92864
C 3.26916 0.74765 -1.60501
H -3.73257 0.03145 0.39463
*
```

***

A single C15H21BrO3 molecule, computed with ωB97M-V/def2-TZVPD.

Results
DFT total energy = -92078.3039 eV
Relative energy (zero: lowest compared OMol25 entry of this formula, charge and spin) = 31.44 kcal per mole

The geometry in ORCA input format:
```
! wB97M-V def2-TZVPD RIJCOSX def2/J DEFGRID3
* xyz 0 1
C 0.82475 -1.02057 0.35175
C -2.76361 3.17618 -0.54315
H -0.95777 -0.65867 -5.38961
C -1.34342 -0.49829 -0.35695
H 2.80834 -0.57256 0.57054
H 0.23508 -2.12145 3.05952
C 1.00152 -1.58300 3.49555
H 2.86255 -3.70004 2.89210
C -0.78099 1.09388 -3.24775
C 2.30278 -1.60180 2.54991
H -0.12951 1.88253 -3.28513
H 0.77696 -0.55440 3.65725
H -3.84494 3.26826 -0.73725
Br 1.88130 1.28582 1.71424
C -2.47699 1.83832 0.24056
H -2.26661 0.11808 -6.22430
H -2.15765 -0.79080 0.19933
H 1.74232 -3.55184 1.54537
C 3.47913 -1.06309 3.42451
O -0.32993 -0.48021 0.63109
H 3.80619 -1.71901 4.23284
C 1.97290 -0.67046 1.30725
C -1.72143 1.08655 -4.37206
C 2.59394 -3.12704 2.07820
H -0.34528 0.13590 -2.96753
C -1.78570 0.90019 -0.78175
O 1.12417 -1.64308 -0.66105
H 3.28212 -0.06215 3.92654
H -2.46936 4.03467 0.05383
C -1.63627 1.55036 -2.01561
C -2.16775 2.93768 -1.98960
H -2.40870 1.87139 -4.42896
H 1.30557 -1.97512 4.45214
H -1.76051 2.11153 1.07446
H 4.33327 -0.87252 2.83178
H -3.39174 1.38749 0.68603
C -1.57784 0.18527 -5.33625
O -2.12540 3.80408 -2.81860
H 3.38745 -3.12353 1.33711
H -1.27895 -1.27854 -1.15636
*
```